{
  "formula": "C31H36BCl2F2N6O2S2V",
  "method": "wB97M-V/def2-TZVPD",
  "symbols": ["V", "C", "C", "N", "N", "C", "S", "S", "C", "C", "C", "C", "C", "C", "C", "C", "C", "C", "C", "C", "C", "O", "H", "H", "H", "H", "H", "H", "H", "H", "H", "H", "H", "H", "H", "H", "F", "B", "F", "Cl", "C", "Cl", "H", "H", "C", "C", "O", "C", "C", "C", "C", "C", "C", "H", "H", "H", "H", "H", "H", "H", "H", "C", "N", "C", "N", "C", "N", "C", "N", "C", "C", "H", "H", "H", "H", "H", "H", "H", "H", "H", "H", "H", "H"],
  "coordinates": [[-0.40917, -0.00658, -0.05821], [-3.28077, 0.85572, -0.33921], [-1.92687, 1.52352, -0.43531], [-1.08837, 1.10642, -1.38811], [-0.28757, 1.94532, -2.04781], [0.89373, 1.49122, -2.27281], [1.41893, -0.05088, -1.72401], [2.00923, 2.49122, -3.18661], [1.52623, 4.14842, -2.55051], [0.32833, 4.69102, -3.25061], [-0.86597, 4.87112, -2.56611], [-1.99347, 5.31272, -3.23351], [-1.94037, 5.57822, -4.59081], [-0.74097, 5.44542, -5.27051], [0.38583, 5.00152, -4.60421], [-1.66377, 2.77682, 0.24629], [-2.64287, 3.71012, 0.58379], [-2.32437, 4.91042, 1.18609], [-0.99007, 5.20522, 1.45829], [-0.00187, 4.29952, 1.18129], [-0.28727, 3.03172, 0.60169], [0.62513, 2.16302, 0.45869], [-3.32817, 0.03732, -1.05711], [-4.07917, 1.56802, -0.55251], [-3.44687, 0.45422, 0.66279], [2.40943, 4.76712, -2.71271], [1.34163, 4.01972, -1.48621], [-0.91297, 4.65362, -1.51131], [-2.91717, 5.44792, -2.68811], [-2.83127, 5.88402, -5.12181], [-0.68457, 5.68822, -6.32361], [1.31943, 4.87462, -5.13371], [-3.67897, 3.51042, 0.33729], [-3.09647, 5.63282, 1.41859], [-0.73687, 6.16122, 1.90169], [1.03483, 4.51552, 1.40449], [-1.72817, -2.71438, -0.13561], [-1.25887, -1.63398, -0.80451], [-1.63147, -1.76608, -2.09471], [2.05613, -0.71788, 1.47999], [3.58383, -0.60038, 2.42129], [3.67063, -1.83948, 3.67679], [3.62843, 0.36632, 2.92039], [4.43073, -0.75358, 1.75389], [-0.97377, 1.39112, 3.31799], [-1.09847, -0.01588, 2.78239], [-0.69467, -0.23998, 1.58929], [-1.61997, -1.07348, 3.59079], [-1.43647, -2.41808, 3.19759], [-1.92517, -3.45008, 3.96149], [-2.63087, -3.19268, 5.13309], [-2.83997, -1.87588, 5.52289], [-2.34257, -0.83188, 4.77889], [-0.14487, 1.88382, 2.81129], [-0.78247, 1.39462, 4.39059], [-1.87257, 1.97722, 3.11489], [-0.89027, -2.62358, 2.28569], [-1.75927, -4.46908, 3.64389], [-3.01977, -4.00398, 5.73119], [-3.40287, -1.66188, 6.42109], [-2.54467, 0.18062, 5.09349], [1.32093, -4.21568, 0.25839], [1.70293, -3.19208, -0.70451], [1.22813, -3.59428, -2.02321], [1.77973, -4.89018, -2.42901], [1.39223, -5.87538, -1.42631], [1.87323, -5.52738, -0.09251], [3.32563, -5.40348, -0.15501], [3.76033, -4.40278, -1.12441], [3.15693, -3.12068, -0.75041], [3.23373, -4.78598, -2.43041], [0.23093, -4.29108, 0.29159], [1.69283, -3.93498, 1.24919], [1.52363, -2.83358, -2.75061], [0.13923, -3.67158, -2.00551], [1.80493, -6.85128, -1.70821], [0.30053, -5.94558, -1.40131], [3.74983, -6.37298, -0.44041], [3.69963, -5.12548, 0.83519], [3.44823, -2.35708, -1.47601], [3.53303, -2.84328, 0.23739], [3.65963, -5.75768, -2.70711], [3.53463, -4.03468, -3.16651]],
  "forces_ev_per_angstrom": [[5.0, 2.8, -4.2], [0.2, 0.2, -0.1], [-1.0, -0.4, 0.8], [-1.2, -0.8, -0.8], [1.0, 1.2, -0.8], [-0.6, 0.0, -0.2], [0.1, -0.4, 0.2], [0.4, 0.4, 0.0], [0.1, -0.6, -0.2], [-0.2, 0.3, -0.1], [0.1, 0.1, 0.0], [-0.1, 0.1, 0.0], [-0.1, 0.1, -0.1], [0.0, 0.0, -0.2], [0.0, 0.0, 0.1], [0.5, 0.5, 0.4], [0.0, -0.3, -0.2], [-0.2, 0.4, 0.1], [-0.2, 0.2, 0.1], [0.2, -0.2, -0.2], [-0.7, 0.8, 0.2], [0.3, -1.4, 0.1], [-0.1, 0.1, 0.0], [-0.2, 0.0, -0.1], [-0.1, 0.0, 0.1], [0.0, 0.0, 0.0], [0.1, 0.1, 0.1], [0.0, -0.1, 0.1], [-0.1, -0.1, 0.0], [-0.1, 0.1, 0.0], [0.0, 0.0, -0.1], [0.1, 0.0, -0.1], [0.0, -0.1, 0.0], [0.0, 0.0, 0.0], [0.0, 0.0, 0.0], [0.1, 0.0, 0.0], [0.1, -0.4, 0.6], [-1.6, -2.3, -1.6], [0.2, 0.0, -0.2], [1.3, -0.1, 0.8], [-0.3, 0.1, -0.3], [0.0, -0.2, 0.2], [-0.1, -0.1, -0.3], [-0.3, 0.1, 0.0], [0.6, -0.5, 0.0], [0.6, 1.1, -0.2], [-3.0, 0.0, 5.7], [-0.6, -1.1, 0.2], [0.2, 0.6, -0.2], [-0.2, -0.2, 0.3], [0.1, 0.1, -0.2], [-0.1, -0.2, 0.2], [0.3, 0.2, -0.5], [0.0, 0.0, -0.1], [-0.1, 0.0, 0.0], [-0.1, -0.1, -0.1], [0.0, 0.0, 0.0], [0.0, -0.1, 0.0], [0.0, -0.1, 0.0], [0.0, 0.0, 0.1], [0.1, 0.1, 0.0], [-0.1, 0.0, 0.1], [-0.1, 0.1, 0.1], [-0.1, 0.1, -0.2], [-0.1, -0.1, -0.2], [-0.1, -0.2, -0.1], [-0.1, -0.2, 0.2], [0.1, -0.1, 0.1], [0.3, 0.0, 0.0], [0.1, 0.2, 0.0], [0.1, -0.1, -0.2], [0.0, 0.0, 0.0], [0.0, 0.0, 0.0], [-0.1, 0.0, 0.1], [0.0, 0.1, 0.0], [-0.1, 0.1, 0.0], [0.1, 0.0, 0.0], [0.0, 0.1, 0.1], [0.0, 0.0, 0.0], [0.0, 0.0, 0.1], [0.0, 0.1, 0.0], [0.0, 0.1, 0.0], [0.0, -0.1, 0.0]],
  "total_energy_ha": -4567.31189,
  "orbital_gap_ev": [4.26, 4.03],
  "total_charge": -1,
  "homo_energy_ev": [-3.3, -3.0],
  "multiplicity": 2
}

{
  "formula": "C4H7N3S",
  "method": "wB97M-V/def2-TZVPD",
  "symbols": ["C", "C", "N", "C", "N", "C", "N", "S", "H", "H", "H", "H", "H", "H", "H"],
  "coordinates": [[-2.47482, 1.97380, 0.23918], [-1.65931, 0.96429, -0.03379], [-2.12788, -0.34617, -0.21538], [-1.42523, -1.53081, -0.15121], [-0.22518, -1.85748, 0.15230], [0.84361, -1.02034, 0.38890], [1.22735, -0.11448, -0.40080], [2.70571, 0.67683, 0.03949], [-3.54760, 1.85486, 0.40838], [-2.17370, 2.99883, 0.26803], [-0.54050, 1.03083, -0.23639], [-3.08773, -0.47552, -0.36135], [-2.06903, -2.36383, -0.35022], [1.46128, -1.29872, 1.35325], [2.84041, 1.32956, -1.12472]],
  "forces_ev_per_angstrom": [[-0.6, -0.1, 0.0], [1.5, -0.1, -0.5], [1.9, -0.5, 0.3], [0.2, 0.5, 0.2], [-0.3, 0.5, 0.0], [1.0, -0.9, 2.1], [0.7, 0.6, -0.4], [-0.4, -0.1, -0.2], [0.3, -0.3, -0.1], [0.6, 0.3, 0.0], [-1.8, 0.2, 0.4], [-1.4, 0.0, -0.2], [-0.4, -0.4, -0.2], [-1.2, 0.4, -1.7], [0.0, -0.1, 0.1]],
  "total_energy_ha": -719.00228,
  "orbital_gap_ev": 9.10,
  "homo_energy_ev": -8.4,
  "smiles": "C=CN/C=N\\C=N\\S",
  "multiplicity": 1
}